Record 1
93
Properties=species:S:1:pos:R:3:forces:R:3:mulliken_charge:R:1 method="wB97M-V/def2-TZVPD" homo_lumo_gap_ev=7.84 lumo_energy_ha=0.076 charge=-1 relative_energy_kj_mol=215.6 homo_energy_ev=-5.772
H -5.131466 0.681942 -1.258592 -0.2 0.0 0.2 0.371
H 3.697514 -2.160888 -2.244962 -0.1 0.2 0.3 0.117
H -6.408856 4.905842 -0.543212 0.4 -0.3 0.0 0.357
O 0.856774 1.809972 -2.141262 0.6 0.3 -2.2 -0.834
N 3.061444 5.321602 0.559408 1.1 0.5 1.2 0.106
H -1.815266 -1.724818 0.427938 0.5 -0.2 0.4 0.113
H 2.853784 -2.058898 0.523668 0.3 0.3 -1.0 0.342
P -1.712076 -4.319808 -1.842982 -1.4 -0.9 -1.3 0.884
O 4.620424 -3.149558 -0.712862 0.4 -0.6 0.4 -0.265
O -2.574876 -5.539138 -1.920522 1.2 1.6 0.6 -0.746
O 4.773794 -1.381388 1.093008 0.2 0.0 -0.6 -0.371
C -3.405986 0.692852 7.287158 -1.0 0.4 0.8 -0.723
H 4.983674 -1.191298 -5.865082 -0.2 -0.3 -0.1 0.404
H -2.381096 1.341582 -3.039922 0.6 -0.2 0.0 0.202
C 2.248674 6.584752 2.190508 -0.4 1.7 0.7 -0.565
H -7.416456 3.420042 -0.274172 0.1 0.2 0.4 0.269
H -3.977336 1.584942 7.030588 0.1 0.2 -0.1 0.335
O -1.306086 0.223232 4.109578 -0.7 0.4 1.2 -0.327
H 5.693004 -2.521948 3.203498 -0.6 0.2 0.2 0.328
H -3.595226 -1.661858 3.677458 0.2 0.3 0.0 0.193
H -2.203846 -4.664418 -5.087282 -0.2 0.4 0.2 0.261
C 3.361474 -1.194588 0.951818 -1.2 -0.3 0.9 -0.678
C 1.863674 -1.452828 -4.564242 2.1 1.9 0.8 -0.578
H -0.836166 -5.318568 -4.247822 0.2 0.0 -0.1 0.300
H 0.850264 -1.734488 -4.319152 0.2 -0.1 -0.2 0.364
C 3.778894 6.488792 0.566538 -1.5 1.8 -0.8 -0.499
P 5.474654 -2.733208 0.548928 1.1 1.5 0.6 0.969
C -0.991176 0.762182 2.805548 -0.5 -0.1 -0.6 -0.564
C -4.033366 -1.113268 4.511228 -1.1 -0.7 0.1 -0.633
H -1.830806 2.850922 -2.366922 -0.2 0.4 0.0 0.308
C -6.838566 4.007932 -0.987292 -2.1 0.8 0.2 -0.733
C 0.144614 -5.393198 -0.276642 0.2 -0.5 -0.3 -0.701
H -1.143026 1.841202 2.777928 0.3 -0.1 0.0 0.443
H -2.188136 2.663182 -4.137922 0.1 0.4 0.1 0.346
O -0.322496 2.440772 -0.223972 -0.1 0.3 -0.1 -0.729
H -3.740736 -1.580578 5.451488 0.6 0.4 0.1 0.323
H 0.589184 -6.327868 -0.618502 -0.4 -0.1 -0.2 0.283
O -0.166916 -4.590038 -1.448492 -0.7 0.4 0.3 -0.137
H 5.173024 -2.822658 -2.745152 0.5 -0.4 0.5 0.390
H -2.981576 0.847912 8.279098 0.1 0.0 -0.1 0.261
O 1.958344 2.223512 -0.139452 2.8 0.3 1.0 -0.692
C 4.041224 -1.117038 -5.342902 -0.4 0.6 1.9 -0.874
H 1.974144 0.248892 -3.282722 0.1 0.2 0.2 0.277
H -0.733386 -5.596378 0.336478 0.0 0.1 -0.1 0.350
O -3.887646 2.161352 -0.471842 -0.7 1.6 -0.7 -0.010
C 3.153394 7.397912 1.460758 1.7 -2.1 -1.1 -0.356
C -2.493106 2.422892 -3.119422 2.6 -1.9 -0.6 -0.643
H 4.316704 0.654672 -3.935042 0.2 -0.2 -0.1 0.471
O -5.996596 3.144452 -1.634922 3.9 -1.5 -1.3 -0.306
H 5.209604 -1.369818 -1.738642 0.0 -0.1 0.3 0.398
H 6.207734 -4.138258 3.360178 0.0 -0.4 -0.4 0.279
N 2.459604 -0.352108 -3.933282 0.3 -0.6 -0.2 0.213
O -1.597986 -3.613618 -3.346122 0.1 0.1 2.1 -0.270
C 3.787664 -0.198008 -4.334362 -1.9 0.4 -0.3 -0.398
O 0.554934 0.342962 -0.424892 0.7 -2.7 0.9 -0.459
H 4.471954 6.697402 -0.235062 0.0 0.0 0.1 0.332
H 1.614454 6.950552 2.984448 0.0 -0.3 0.1 0.376
H 2.811314 -1.200338 1.892768 0.7 0.2 0.9 0.355
C -1.306906 -4.379128 -4.537542 0.1 -0.7 0.7 -0.639
O -2.387636 0.419652 6.384008 1.5 -0.7 -1.1 -0.384
C -4.416636 0.837482 -0.450552 0.5 -0.4 -0.5 -0.263
O 5.019054 -3.755468 1.687918 -0.1 -0.7 -1.3 -0.295
H 3.429794 8.439122 1.537538 -0.1 -0.1 0.3 0.380
H 0.017464 0.472222 2.511138 -0.1 0.1 0.3 0.091
H -5.114266 -1.253268 4.499298 0.0 -0.1 -0.3 0.286
H -4.121006 -0.127098 7.354598 0.0 -0.2 -0.1 0.243
O 6.937154 -2.553078 0.329708 -1.8 -0.3 0.4 -0.748
C 4.713864 -2.328888 -1.888722 -0.7 0.3 -1.0 -0.662
H -0.645576 -3.800688 -5.182632 0.0 0.1 0.2 0.236
C 2.238954 5.350432 1.654848 -0.6 -1.8 -1.0 -0.430
P -4.362256 3.283852 -1.577212 0.8 -0.6 -0.2 0.873
O -2.429946 2.461252 4.891478 -0.6 -1.3 -0.8 -0.683
H 4.504054 -3.877158 3.649168 0.0 0.5 0.0 0.230
H -3.590946 0.144402 -0.611702 0.1 0.1 -0.1 -0.147
H -4.816196 0.570232 0.527728 -0.3 0.5 0.0 0.283
O -2.302276 -3.201418 -0.754522 0.5 -3.4 -3.1 -0.323
P -2.485916 0.984012 4.881658 0.5 0.5 1.2 1.172
H 3.081824 -0.223788 0.542618 0.5 -0.3 -0.7 0.249
H 2.755634 -2.795878 -5.985112 0.0 0.0 -0.1 0.379
C -1.507946 -2.102648 -0.547202 0.5 3.2 1.4 -0.261
Cl 0.806684 1.695852 -0.731692 -3.8 1.5 0.4 1.722
H -7.555116 4.300542 -1.754782 -0.2 0.5 0.1 0.236
H -1.764316 -1.224828 -1.140332 0.0 -0.3 -0.8 0.046
H 3.197424 4.550012 -0.077982 -0.1 -0.1 0.4 0.194
H -0.425566 -2.226128 -0.583322 -0.1 -0.3 0.0 0.363
O -3.833576 2.620552 -3.001492 -4.5 2.0 2.3 -0.422
H -1.705426 0.294332 2.128008 0.2 0.1 -0.4 0.176
C 5.349214 -3.544348 3.046628 0.8 0.0 0.4 -0.675
C 2.872234 -1.915828 -5.370032 -0.6 -1.6 -1.6 -0.191
O -3.865266 0.287402 4.438738 0.6 0.9 -0.5 -0.250
H 1.728404 4.433462 1.909628 -0.3 0.3 0.1 0.465
H 0.945404 -4.977988 0.335268 -0.3 0.8 -0.2 0.209
O -3.836106 4.649412 -1.339552 -0.8 -1.6 0.1 -0.686

=====

Record 2
72
Properties=species:S:1:pos:R:3:forces:R:3:mulliken_charge:R:1 method="wB97M-V/def2-TZVPD" homo_lumo_gap_ev="3.54 / 3.96" lumo_energy_ha="-0.475 / -0.461" charge=+3 relative_energy_kj_mol=283.9 homo_energy_ev="-16.480 / -16.509"
H -0.036872 -3.402441 3.420423 -0.1 -0.2 -0.3 0.352
H -2.404118 -1.820649 3.503411 -0.2 -0.2 -0.4 0.296
H -1.785553 3.089166 -7.261704 -0.4 0.0 0.5 0.266
H 0.561704 2.643289 3.549895 -0.1 0.2 -0.2 0.292
H 1.028248 -4.082748 -0.521157 0.3 0.0 0.0 0.315
H -2.142042 1.815522 -4.048281 0.4 0.3 0.0 0.410
H 1.025215 -0.700168 -2.928180 0.0 -0.2 0.0 0.275
H -3.002961 1.698057 0.661091 0.0 0.2 0.1 0.326
C 2.884102 -2.064583 2.844668 -0.1 -0.2 -0.2 -1.256
C 1.984046 -3.545518 -0.535192 -0.1 0.0 0.2 -1.183
H -2.842206 3.215236 1.614365 0.1 -0.1 -0.1 0.491
H 2.221194 -2.926253 2.963782 0.2 0.0 0.0 0.308
C -2.103270 1.164979 3.683160 -0.1 -0.3 -0.1 -1.208
H 0.443235 -1.069583 4.515178 0.1 0.1 0.2 0.291
H 3.515657 -1.960958 3.737741 -0.1 -0.1 -0.3 0.553
H -1.494400 0.670688 4.455400 -0.1 0.2 -0.3 0.281
C 0.991718 -1.730615 -2.555004 0.1 -0.3 0.0 -1.145
C -1.926344 -3.406347 0.054415 0.1 0.1 0.0 -1.142
C -0.662555 1.900285 -2.494093 -1.4 -0.3 -0.7 0.009
H -3.613790 1.478438 -7.094785 -0.1 0.4 0.2 0.260
H -2.521454 -4.267150 0.388542 0.2 0.2 -0.2 0.503
H -3.298970 -1.374601 2.008905 0.1 -0.4 0.2 0.315
H -3.350150 -3.075027 2.609435 0.3 0.4 0.0 0.550
C -0.358386 2.903219 -4.655821 0.3 0.3 -0.2 0.209
H -0.054623 -2.058665 -2.514726 0.2 0.0 -0.1 0.323
H 3.293196 -0.061181 -1.456526 0.2 -0.3 0.0 0.235
H -4.611050 2.668742 -6.045551 0.6 -0.2 0.1 0.287
H 0.438655 3.367841 1.913724 -0.1 0.2 0.4 0.279
H 2.430342 3.321910 -2.761532 -0.1 0.1 -0.1 0.497
P -1.136492 1.559740 2.179092 -0.1 0.7 0.1 0.554
H 0.944927 0.646164 4.556044 0.0 -0.2 0.1 0.348
H 1.496391 3.925638 -5.025507 0.0 -0.1 0.3 0.448
C -2.300055 2.434705 1.068429 -0.2 -0.4 0.0 -1.068
H -1.111874 -3.748278 -0.596951 -0.3 0.0 0.1 0.260
C -2.627387 3.267944 -6.567731 -0.5 -0.1 -0.3 -0.644
H 3.922104 -1.727107 -1.804289 0.0 0.4 0.2 0.512
C -3.655340 2.409701 -6.516978 0.3 0.4 -0.5 -0.463
H -2.615929 4.223542 -6.017838 -0.2 -0.4 -0.4 0.418
C -0.379529 -3.831436 2.466478 0.1 0.1 0.0 -1.255
C 1.425581 3.024846 -3.049768 0.7 1.0 -1.5 -0.428
H -1.768374 2.883756 0.218453 0.0 0.0 0.3 0.263
C 0.921983 3.343757 -4.307859 1.0 -0.1 1.2 -0.998
H -1.337013 -0.071979 -0.705666 0.5 -0.2 0.4 -0.358
H -2.565240 -2.712130 -0.505043 0.1 -0.2 0.1 0.330
H -0.808820 3.737347 3.166000 0.3 -0.2 -0.1 0.499
C 0.637911 2.309965 -2.118160 0.2 -0.3 1.2 0.849
C -2.720142 -2.171489 2.506541 0.0 0.2 0.0 -1.259
C -1.145007 2.168430 -3.763822 -0.4 -0.6 1.4 -0.741
H -0.741002 3.157863 -5.628843 -0.1 -0.1 -0.1 0.208
H 2.476686 -3.656499 0.440463 -0.1 -0.1 -0.3 0.266
C -0.131659 2.968775 2.764202 0.2 -0.2 -0.1 -1.171
H 3.904679 -1.086754 -0.118911 -0.1 0.0 -0.4 0.246
H -2.912141 0.477956 3.409887 0.0 0.3 0.2 0.363
P 1.902476 -0.542419 2.667921 0.5 0.2 0.3 0.574
H 2.833376 1.694846 2.751763 0.2 -0.1 0.1 0.313
H 3.519767 -2.206366 1.965958 0.0 -0.1 0.2 0.343
P 1.706106 -1.785223 -0.885073 0.2 0.0 -0.6 0.584
C 3.376469 -1.093418 -1.086273 0.0 -0.1 0.2 -0.973
Se 1.376298 1.980691 -0.424813 -0.3 0.7 -1.5 0.405
H 2.091720 -0.636702 5.063199 -0.3 0.1 -0.1 0.545
H -1.068796 -4.666831 2.673153 0.2 0.3 -0.1 0.525
H 3.860325 0.576068 1.817699 0.1 0.1 0.2 0.347
H 1.567368 -2.398826 -3.210608 -0.2 0.3 0.0 0.511
H 2.629121 -3.960907 -1.321966 -0.2 0.1 0.2 0.550
H -1.296833 1.348259 -1.802726 0.3 0.2 -0.2 -0.080
C 1.279622 -0.378731 4.369477 -0.4 -0.1 -0.1 -1.219
H -2.509333 2.092553 4.109524 0.0 -0.2 -0.2 0.488
P -1.237557 -2.532693 1.502694 -0.5 -0.6 0.1 0.718
In -0.013076 -0.386786 0.469715 -0.9 -0.8 1.2 0.759
H 3.862670 0.498258 3.613425 -0.1 0.2 -0.3 0.479
C 3.250487 0.682512 2.721083 -0.1 0.1 -0.3 -1.342
H 0.486998 -4.209644 1.906032 -0.3 0.1 0.2 0.302

=====

Record 3
78
Properties=species:S:1:pos:R:3:forces:R:3:mulliken_charge:R:1 method="wB97M-V/def2-TZVPD" homo_lumo_gap_ev=9.28 lumo_energy_ha=-0.087 charge=+1 homo_energy_ev=-11.649
O 3.824985 4.958315 -0.607523 0.0 -3.8 0.5 -0.797
H -7.920143 -3.447847 -2.502596 0.0 -0.3 -0.2 0.262
H 4.986852 6.569457 2.565600 -0.2 0.0 0.0 0.345
H 1.603495 4.615301 -2.068381 0.0 0.0 0.0 0.318
H 0.184504 -5.855190 -0.500850 0.0 0.1 0.1 0.340
C 2.362093 -1.547524 -2.199255 0.2 0.0 0.1 0.562
H 0.421680 -0.056468 1.833700 0.0 -0.1 -0.2 0.314
C 0.494537 -5.841208 0.546580 0.1 -0.1 0.5 -1.030
H -0.115377 6.495585 3.275005 0.1 -0.1 0.1 0.426
N -2.784308 -3.413621 0.887848 0.6 0.3 -0.6 -0.779
H 6.042529 7.839714 0.589649 0.0 0.0 0.0 0.374
H -0.597103 3.427658 -1.693669 0.0 0.0 0.0 0.426
C 1.355879 -0.363100 1.358000 -0.2 -0.2 0.3 -1.336
N -4.442190 -0.864222 -0.989298 0.7 -0.6 0.7 -0.590
H -2.809346 -5.706935 1.712734 0.0 -0.2 -0.1 0.309
O 1.537491 5.624978 -0.263233 0.1 -0.6 0.0 -0.262
H -7.820304 -4.301919 -1.130751 0.0 -0.2 -0.2 0.266
H 0.906698 -0.041027 -1.666839 -0.1 -0.1 0.3 0.320
C 1.292647 4.978106 2.742943 -0.2 0.1 0.9 -0.196
C 1.180072 -1.292908 0.128019 0.4 1.1 -0.3 0.831
C -0.013216 3.829746 -0.862902 0.1 -0.1 0.1 -0.592
H -0.407942 5.784230 1.679998 0.0 0.0 0.1 0.159
H -3.087370 -4.786714 -0.722569 0.1 0.3 -0.1 0.439
C 0.870123 4.972538 -1.339533 -0.1 0.0 -0.1 -0.522
H 1.872817 0.555595 1.082890 0.0 -0.1 0.0 0.332
O 1.832277 4.232886 1.638131 1.5 -2.3 -1.5 -0.285
H 0.901989 6.937794 1.907459 0.0 0.0 0.0 0.261
O -1.235631 -0.856431 0.383166 0.0 -0.3 0.5 -0.243
H 4.018523 -2.651314 -1.378119 0.3 0.3 0.2 0.327
H 0.699360 -2.935782 -2.655957 0.0 0.0 0.1 0.306
N -7.263099 -3.805626 -1.818397 0.3 0.5 0.5 -0.654
C -0.682527 -5.734277 1.549109 0.3 -0.4 -0.3 -0.454
H -2.287120 -6.628542 0.311908 0.3 -0.1 0.1 0.399
H 4.509229 7.604137 -0.266782 0.1 -0.2 0.0 0.280
H 5.356971 5.579472 1.167057 -0.1 0.0 -0.1 0.362
H 1.842699 -3.501317 -1.379500 -0.2 0.0 -0.1 0.205
H 1.831232 -2.154822 0.294173 -0.2 -0.1 0.0 0.233
C 1.740535 -2.948565 -2.318060 0.2 0.3 -0.4 -1.551
H -7.384174 -2.268195 -0.378262 0.2 0.1 0.0 0.284
C 4.730656 6.398064 1.518265 0.2 0.3 -0.2 -0.387
H 4.349546 -0.878395 -1.478119 0.1 -0.1 -0.1 0.375
C 3.886915 -1.735387 -1.964262 -0.9 -0.5 -0.2 -1.411
C 1.697822 -0.607866 -1.157200 0.1 -0.2 -0.4 -1.201
H 2.261487 -1.054018 -3.171760 -0.1 0.0 0.1 0.355
P 2.800415 4.862718 0.476534 -1.7 7.2 0.9 1.124
N -3.214854 -2.306608 0.172776 -0.5 -1.2 0.5 0.324
C -0.233667 -1.829774 -0.036869 0.4 -1.1 0.4 -0.353
H 0.585746 3.017888 -0.441008 0.0 0.0 0.0 0.017
H -6.634474 -1.819429 -1.887062 0.6 0.0 0.1 0.415
H -0.335495 -2.698747 0.621431 -0.2 0.1 0.0 -0.004
H 4.537404 8.522576 1.223717 0.0 0.0 0.0 0.293
H -0.446334 -2.151025 -1.058511 0.0 0.3 0.0 0.542
H -5.338635 -3.844579 -0.094935 -0.1 -0.1 -0.2 0.205
C 0.365661 6.113211 2.372887 0.1 0.2 -0.3 -0.945
H 1.932765 -0.867530 2.135876 0.0 0.1 -0.1 0.305
C 4.974332 7.660536 0.717060 -0.1 0.2 0.0 -1.095
N -5.430475 -2.934116 -0.519170 0.8 -0.8 0.3 -0.103
C -2.318104 -4.504233 0.007223 -0.4 -1.2 0.5 0.246
H 2.094074 5.320409 3.394510 0.1 0.1 -0.2 0.266
H -3.038701 0.657856 -1.073569 0.8 -0.1 0.3 0.573
H 0.725982 4.244767 3.321008 0.1 -0.2 -0.2 0.347
H 1.212991 -5.036040 0.719956 -0.1 0.0 -0.3 0.095
H -3.553849 -3.734665 1.465534 0.1 0.2 0.2 0.374
C -4.398801 -2.103312 -0.431952 -0.7 1.5 -1.2 0.458
C -2.066086 -5.737762 0.902570 -0.2 0.7 0.1 -0.932
H -0.572808 -4.845145 2.177026 -0.1 0.0 -0.1 0.318
N -2.475705 -1.169209 -0.043193 0.4 1.4 -0.6 0.092
O 3.344728 6.036003 1.479107 -0.1 -0.9 0.2 -0.415
C -3.245128 -0.342585 -0.724571 -1.3 0.0 -0.7 -0.238
H 0.257952 5.729703 -1.829322 0.1 0.1 0.1 0.323
H -0.610840 -6.590005 2.224633 -0.2 0.1 0.1 0.396
H 4.331907 -1.936802 -2.940844 0.3 0.2 0.2 0.401
H 1.044727 -6.765434 0.732739 0.0 0.0 -0.2 0.457
H -0.695572 4.165794 -0.082159 0.0 0.0 0.0 0.181
H 2.299038 -3.503332 -3.077631 -0.1 0.0 0.1 0.530
H -1.393393 -4.248284 -0.507371 -0.2 0.3 0.0 -0.212
H 2.451249 0.138908 -0.892922 -0.1 0.0 0.1 0.349
C -6.701843 -2.626113 -1.161912 -1.3 0.1 0.2 -0.457

=====

Number 1: DFT total energy -115095.8567 eV. Number 2: DFT total energy -129133.7726 eV. Number 3: DFT total energy -49943.9102 eV.